Record 1
Here is the ion C3H3O2 with charge +1 at a distorted geometry from the Open Molecules 2025 dataset. Energies are from ωB97M-V/def2-TZVPD.

Calculated values
**Energy relative to the best compared isomer or geometry (same formula, charge and spin)**: 252.3 kJ/mol
**Charge**: +1
**LUMO energy**: -0.269 Ha
**Kohn-Sham gap**: 0.374 Ha

Each line ends with the natural charge from an NBO analysis.
Cartesian coordinates (Å):
C: 0.577 -0.503 -0.316  0.020
C: -0.007 -0.773 0.845  0.212
C: -0.684 1.315 -0.364  0.669
O: 0.231 0.682 -0.990  -0.376
O: -1.203 0.992 0.689  -0.423
H: 1.332 -1.098 -0.813  0.313
H: -0.409 -1.079 1.873  0.339
H: -0.947 2.267 -1.026  0.247

Atoms 1-6, force components in eV/Å:
-0.653 -0.022 1.429
-1.548 2.255 0.016
-2.411 4.122 -1.191
1.650 -2.580 0.031
1.828 -2.097 -0.236
0.007 -0.071 0.053

Record 2
Here is a cluster of 2 separate species, C3H3O2S in total at a distorted geometry from the Open Molecules 2025 dataset. Energies are from ωB97M-V/def2-TZVPD.

Calculated values
**Energy relative to the best compared isomer or geometry (same formula, charge and spin)**: 255.9 kJ/mol
**Charge**: -1
**LUMO energy**: 0.133 Ha
**Kohn-Sham gap**: 0.266 Ha

Each line ends with the natural charge from an NBO analysis.
Cartesian coordinates (Å):
C: -0.008 -0.171 -0.101  0.765
C: 2.537 -0.197 -0.337  -0.099
C: -1.507 0.036 -0.023  -0.705
O: 0.455 -1.195 0.477  -0.730
O: 0.659 0.756 -0.596  -0.691
S: 3.354 0.708 0.671  -0.145
H: -2.036 -0.073 -1.074  0.186
H: -1.706 -0.788 0.625  0.221
H: -1.748 0.924 0.357  0.197

Atoms 1-6, force components in eV/Å:
0.339 -0.631 1.120
0.669 0.153 -0.396
0.146 -4.007 -3.704
-0.597 0.646 -0.513
0.838 0.629 -0.637
-0.216 -0.071 0.074